{"formula": "C12H14HfN4O3Se", "method": "the ωB97M-V functional and the def2-TZVPD basis", "charge": 2, "relative_energy_ev": 1.3207, "e_homo_ev": -15.513, "total_energy_ev": -91413.31553, "max_force_ev_per_a": 2.98, "elements": ["Hf", "N", "C", "C", "O", "N", "C", "C", "O", "O", "H", "H", "H", "H", "H", "H", "C", "N", "C", "Se", "N", "C", "C", "C", "C", "C", "C", "H", "H", "H", "H", "H", "H", "H", "H"], "coordinates": [[-0.5007, 0.2371, 0.6436], [0.0315, 0.2304, 2.8542], [-0.1943, 1.6989, 3.0681], [0.5383, 2.4245, 1.9062], [1.5588, 3.0299, 2.0773], [-0.1006, 2.2094, 0.6984], [0.7869, 2.4972, -0.4564], [1.4842, 1.1590, -0.7949], [2.6521, 0.9940, -0.9150], [0.5803, 0.1573, -0.8593], [1.0413, 0.0595, 3.0098], [-0.4209, -0.2691, 3.6334], [-1.2770, 1.9070, 3.0689], [0.2425, 2.0505, 4.0100], [0.2056, 2.8552, -1.3127], [1.5381, 3.2486, -0.1819], [-2.4805, 0.6255, -3.8419], [-2.5182, 1.5668, -2.7554], [-2.4816, 1.2979, -1.4510], [-2.5817, -0.4085, -0.5793], [-2.5405, 2.4591, -0.7487], [-2.6486, 3.5124, -1.6384], [-2.7950, 4.8758, -1.4470], [-2.9302, 5.6469, -2.5843], [-2.8783, 5.0848, -3.8641], [-2.7111, 3.7288, -4.0627], [-2.6118, 2.9389, -2.9230], [-2.6138, -0.3898, -3.4694], [-1.5295, 0.6941, -4.3738], [-3.2821, 0.8540, -4.5449], [-2.6833, 2.5512, 0.2524], [-2.8198, 5.3036, -0.4601], [-3.0884, 6.7090, -2.4851], [-2.9781, 5.7359, -4.7174], [-2.6737, 3.3096, -5.0532]], "forces_ev_per_a": [[-1.600, -1.403, 1.641], [0.682, -0.360, 0.821], [0.268, 1.001, 0.157], [-0.196, 0.487, 1.490], [-0.179, -0.146, -0.004], [0.728, -0.264, -0.593], [0.392, 0.426, -0.558], [2.078, 2.038, -0.651], [-0.390, -0.026, 0.011], [0.490, -1.027, -0.960], [-0.414, 0.018, -0.015], [0.029, -0.073, -0.494], [0.341, -0.088, -0.002], [-0.172, -0.221, -0.159], [0.047, -0.086, 0.122], [-0.246, -0.242, -0.149], [0.068, -0.653, -0.753], [0.184, 0.058, 0.819], [-0.347, 0.198, 0.816], [-1.310, 0.049, -0.589], [-0.476, -0.276, -0.566], [0.108, -0.186, -0.739], [-0.026, 0.115, -0.066], [0.035, -0.060, 0.273], [0.024, -0.172, -0.101], [-0.015, -0.021, 0.016], [-0.116, 0.812, 0.531], [0.018, 0.127, -0.008], [-0.034, 0.008, 0.114], [-0.012, -0.022, 0.121], [0.056, -0.219, -0.411], [-0.052, 0.143, 0.166], [0.043, 0.104, 0.016], [-0.004, 0.027, -0.122], [-0.003, -0.067, -0.173]], "mulliken_charge": [1.294, -0.700, -0.723, 0.572, -0.476, -0.127, -0.293, 0.498, -0.433, -0.396, 0.343, 0.315, 0.353, 0.429, 0.174, 0.412, -0.929, 0.290, -0.234, -0.188, 0.357, 0.475, -0.944, -0.618, -0.653, -0.793, 0.874, 0.289, 0.374, 0.379, 0.296, 0.449, 0.431, 0.430, 0.475]}



{"formula": "C12H14I2N2Zn", "method": "the ωB97M-V functional and the def2-TZVPD basis", "relative_energy_ev": 0.4677, "e_homo_ev": -8.382, "total_energy_ev": -80273.52980, "max_force_ev_per_a": 1.98, "elements": ["C", "C", "H", "H", "H", "H", "H", "H", "C", "C", "C", "C", "H", "H", "H", "H", "N", "C", "C", "N", "C", "C", "C", "H", "H", "C", "H", "H", "Zn", "I", "I"], "coordinates": [[2.7258, 3.1738, 0.8936], [3.6366, 2.0314, 0.4098], [2.3696, 3.7895, 0.0615], [3.2235, 3.8180, 1.6380], [1.8395, 2.7657, 1.3924], [3.1420, 1.3533, -0.2835], [4.5175, 2.4249, -0.1125], [3.9796, 1.4093, 1.2360], [-2.7050, 0.9952, -0.4310], [-3.8926, 0.9914, -1.1684], [-4.0216, 0.0245, -2.1626], [-2.9847, -0.9147, -2.3168], [-2.5827, 1.5848, 0.4772], [-4.6748, 1.7045, -0.9515], [-4.9085, -0.0598, -2.8084], [-3.1221, -1.8608, -2.8434], [-1.6212, 0.3211, -0.8048], [-1.7357, -0.6950, -1.6965], [-0.5765, -1.5919, -1.8413], [0.5620, -1.2418, -1.1811], [1.5258, -2.1753, -1.0839], [0.3330, -3.7430, -2.4500], [1.4649, -3.4351, -1.7094], [2.3870, -1.9001, -0.4709], [2.2757, -4.1405, -1.5481], [-0.7310, -2.8498, -2.4423], [-1.7154, -3.1541, -2.7909], [0.2510, -4.6710, -2.9878], [0.2904, 1.1311, -0.3148], [0.1251, 3.2479, -1.6242], [0.4827, 0.5691, 2.0778]], "forces_ev_per_a": [[0.106, -0.047, 0.181], [0.162, 0.517, 0.145], [0.286, -0.066, 0.248], [0.003, -0.234, -0.364], [0.312, 0.274, -0.145], [-0.238, 0.011, -0.183], [-0.128, -0.085, 0.107], [0.019, 0.056, 0.104], [-0.034, 0.501, -0.363], [0.386, -0.545, -0.066], [0.412, -0.542, -0.104], [0.572, 0.001, 0.299], [-0.008, 0.242, -0.385], [-0.028, -0.090, 0.077], [0.372, 0.071, 0.578], [-0.166, 0.717, -0.305], [-0.288, -1.090, -0.287], [-1.609, 1.100, 0.347], [0.750, -0.837, 0.609], [-0.341, -0.551, -0.721], [-0.254, 0.199, -0.231], [0.033, 0.317, 0.372], [-0.053, 0.770, 0.353], [-0.235, -0.043, -0.216], [-0.130, 0.153, -0.236], [0.029, 0.464, 0.277], [0.462, 0.080, -0.305], [-0.048, -0.286, 0.060], [-0.317, -0.602, -0.130], [0.006, -0.048, -0.343], [-0.034, -0.409, 0.627]], "mulliken_charge": [-0.585, -0.698, 0.132, 0.297, 0.032, 0.116, 0.317, 0.265, -0.262, -0.625, -0.428, -0.495, 0.370, 0.393, 0.408, 0.225, 0.169, 0.636, 0.657, -0.056, -0.149, -0.436, -0.638, 0.400, 0.367, -0.703, 0.202, 0.435, 0.561, -0.440, -0.469]}



{"formula": "C12H14N2O", "method": "the ωB97M-V functional and the def2-TZVPD basis", "spin_multiplicity": 3, "relative_energy_ev": 0.5629, "e_homo_ev": [-4.341, -8.999], "s_squared": 2.0282, "total_energy_ev": -17691.31651, "max_force_ev_per_a": 4.98, "elements": ["C", "C", "C", "C", "C", "C", "C", "C", "C", "C", "C", "C", "N", "N", "O", "H", "H", "H", "H", "H", "H", "H", "H", "H", "H", "H", "H", "H", "H"], "coordinates": [[-3.3083, 0.8237, -0.5775], [-3.7361, -0.1394, 0.2639], [-2.0066, 1.1816, -0.6109], [-2.8444, -0.7725, 1.1552], [-1.1402, 0.4936, 0.2444], [2.7585, 0.8242, -0.8655], [2.6333, 0.4492, 0.3861], [0.9656, -0.7197, -1.6193], [1.1313, -1.2632, -0.2281], [1.4994, 0.7697, -1.6648], [1.2721, -0.1013, 0.7635], [1.1445, -0.4021, 2.2080], [-1.5382, -0.4636, 1.0891], [0.1899, 0.8585, 0.2963], [0.5711, 1.4971, -0.9394], [-4.0812, 1.1880, -1.3497], [-4.8428, -0.3974, 0.2175], [-1.5982, 1.8450, -1.3230], [-2.9939, -1.4332, 1.9069], [3.8439, 1.1114, -1.2569], [3.4819, 0.4706, 1.1639], [1.4601, -1.2017, -2.3740], [-0.0429, -0.7140, -1.9957], [0.2473, -1.9889, -0.0008], [2.0445, -1.8618, -0.1242], [1.6243, 1.2542, -2.6948], [2.0880, -0.3275, 2.8023], [0.6121, -1.3271, 2.4088], [0.5648, 0.3468, 2.7186]], "forces_ev_per_a": [[-4.639, -0.348, -1.772], [-3.539, 0.275, -0.998], [1.484, 2.023, -1.514], [1.871, 0.688, -0.441], [1.198, -2.450, 3.089], [3.725, 0.622, -1.218], [0.808, 0.428, 1.896], [-0.018, 2.364, -0.096], [-1.212, -2.677, 0.663], [0.842, -1.420, -0.717], [-0.126, 0.452, -1.009], [0.263, -0.110, 2.051], [2.102, 1.424, -0.839], [0.314, 0.011, -1.554], [-1.563, 1.909, 1.386], [1.495, -0.247, 1.350], [1.617, 0.126, 0.229], [0.143, 0.576, -0.533], [-1.490, -1.934, 1.937], [-2.685, -0.439, 0.535], [-1.524, -0.122, -1.375], [1.654, -1.832, -1.566], [-0.755, 0.204, 0.340], [1.439, 1.511, -0.080], [-0.177, 0.003, -0.157], [-0.584, -0.803, 1.456], [-0.292, -0.547, -0.920], [0.213, -0.138, -0.059], [-0.568, 0.451, -0.088]], "lowdin_spin": [0.130, 0.326, 0.418, 0.448, 0.188, 0.001, 0.000, 0.003, 0.014, 0.007, 0.015, 0.001, 0.101, 0.240, 0.028, 0.000, 0.010, 0.027, 0.035, 0.000, 0.000, 0.001, 0.003, 0.002, 0.003, 0.001, 0.000, 0.000, 0.000]}



{"formula": "C12H14O", "method": "the ωB97M-V functional and the def2-TZVPD basis", "relative_energy_ev": 4.4144, "e_homo_ev": [-6.770, -7.310], "total_energy_ev": -14712.84874, "max_force_ev_per_a": 3.59, "elements": ["C", "C", "C", "C", "C", "C", "C", "C", "C", "C", "C", "C", "O", "H", "H", "H", "H", "H", "H", "H", "H", "H", "H", "H", "H", "H", "H"], "coordinates": [[-1.7626, -1.1051, -0.7103], [-1.4595, 0.8900, 0.5385], [-3.1305, -0.9057, -0.5849], [-2.8266, 1.0664, 0.7231], [-0.8642, -0.2372, -0.0533], [-3.6759, 0.1619, 0.1135], [1.1193, 1.7385, -0.9635], [1.7468, 0.5877, -1.4607], [0.6001, -0.4568, 0.1254], [1.4788, 0.6192, 0.0472], [1.0232, -1.8744, 0.2466], [2.7370, 0.7660, 0.9866], [-5.0485, 0.5210, 0.0791], [-1.5956, -2.0417, -1.2944], [-0.7464, 1.5184, 1.0609], [-3.8178, -1.5797, -1.0492], [-3.4081, 1.7326, 1.2141], [1.6199, 2.7021, -0.7202], [0.0809, 1.8767, -1.2832], [1.2186, -0.1107, -2.1993], [0.4926, -2.3333, -0.6758], [0.5741, -2.2900, 1.2287], [2.1060, -2.0157, 0.1260], [2.8771, 1.8554, 1.0975], [3.5897, 0.4449, 0.3761], [2.4955, -0.0191, 1.8145], [-5.2748, 0.1705, -0.7948]], "forces_ev_per_a": [[-0.701, -1.055, 0.174], [0.512, 0.033, 1.634], [-0.468, 0.388, 0.001], [0.964, -2.750, -2.098], [-0.326, -0.176, -0.728], [-0.102, 0.839, -0.408], [-1.654, 1.954, 0.738], [0.179, -2.576, -1.759], [-1.791, 0.327, -1.249], [2.445, 0.541, 0.483], [-1.377, -0.780, -0.056], [-1.613, -1.436, -1.119], [1.673, -1.299, -0.503], [0.859, 0.991, 0.634], [-0.279, 0.283, -0.022], [-0.224, -0.496, -0.411], [-0.556, 2.949, 1.782], [0.030, -0.872, -0.455], [0.009, 0.373, 0.560], [0.851, 1.040, 1.091], [0.938, 0.046, 1.721], [0.940, 0.166, -1.677], [-0.393, 0.011, 0.346], [-0.094, -0.676, 1.246], [-0.085, -0.207, 0.467], [1.014, 2.192, -0.695], [-0.749, 0.186, 0.301]], "mulliken_charge": [-0.411, -0.382, -0.793, -0.913, 0.925, 0.591, -0.527, -0.630, -0.225, 1.146, -1.356, -1.499, -0.521, 0.227, 0.381, 0.367, 0.532, 0.285, 0.304, 0.224, 0.280, 0.303, 0.403, 0.383, 0.303, 0.296, 0.307]}